Formula: C5H6O4S2
Source: OMol25
Level of theory: the ωB97M-V functional and the def2-TZVPD basis

F_max: 0.15319 hartree/bohr
multiplicity: 1
LUMO level (alpha / beta): -2.0370 / -1.9199 eV
HOMO-LUMO gap (alpha / beta): 0.2738 / 0.3079 hartree
SMILES: C=CC1=CS(=O)(=O)CS1(=O)=O
E_HOMO (alpha / beta): -9.5 / -10.3 eV

Each atom is followed by the atoms it is bonded to, with distances in Å.
Atoms and positions in Å:
1 C -2.2165 0.7345 0.7476  C2 1.354, H12 1.084, H13 1.170
2 C -1.4942 -0.3404 0.3537  C1 1.354, C3 1.380, H14 1.080
3 C -0.1231 -0.4561 0.2535  C2 1.380, C4 1.900, S9 1.853
4 C 1.0368 1.0252 0.5172  C3 1.900, S5 1.705, H15 1.017
5 S 2.6621 0.6554 0.1567  C4 1.705, O6 1.417, O7 1.466, C8 1.866
6 O 3.4410 0.9303 1.3086  S5 1.417
7 O 3.0697 1.3607 -1.0628  S5 1.466
8 C 2.7020 -1.1854 -0.1443  S5 1.866, S9 1.784, H16 1.087, H17 1.127
9 S 1.0513 -1.8556 -0.0538  C3 1.853, C8 1.784, O10 1.420, O11 1.450
10 O 1.0192 -2.6779 1.1034  S9 1.420
11 O 0.7315 -2.4376 -1.3432  S9 1.450
12 H -3.2800 0.8596 0.5820  C1 1.084
13 H -1.7008 1.7645 0.9556  C1 1.170
14 H -2.1540 -1.1771 0.1762  C2 1.080
15 H 0.5231 1.8720 0.2858  C4 1.017
16 H 2.8860 -1.2036 -1.2152  C8 1.087
17 H 3.3715 -1.5634 0.6797  C8 1.127


Formula: C6H13NOSi
Source: OMol25
Level of theory: the ωB97M-V functional and the def2-TZVPD basis

F_max: 0.07043 hartree/bohr
multiplicity: 1
LUMO level: 0.8901 eV
HOMO-LUMO gap: 0.3642 hartree
SMILES: C/C=N/O[SiH3].CC1=CC1
E_HOMO: -9.0 eV

Each atom is followed by the atoms it is bonded to, with distances in Å.
Atoms and positions in Å:
1 C -0.2857 1.6249 0.9804  C2 1.460, H6 1.094, H7 1.165, H8 1.111
2 C 0.2851 1.0104 -0.2149  C1 1.460, N3 1.271, H9 1.127
3 N 1.5482 1.1255 -0.3014  C2 1.271, O4 1.387
4 O 2.2313 0.6272 -1.4015  N3 1.387, Si5 1.594
5 Si 1.8133 0.0818 -2.8396  O4 1.594, H10 1.411, H11 1.390, H12 1.556
6 H -0.4038 2.6872 0.7453  C1 1.094
7 H -1.1900 1.2174 1.5909  C1 1.165
8 H 0.5264 1.6290 1.7384  C1 1.111
9 H -0.3771 0.5222 -0.9849  C2 1.127
10 H 1.8642 1.0210 -3.8918  Si5 1.411
11 H 0.4746 -0.2624 -2.6936  Si5 1.390
12 H 2.8725 -1.0483 -2.9842  Si5 1.556
13 C 0.3753 -0.8818 2.0868  C14 1.454, H17 1.009, H18 1.092, H19 1.061
14 C -0.5023 -1.2436 0.9847  C13 1.454, C15 1.303, C16 1.521
15 C -0.7947 -1.7230 -0.1908  C14 1.303, C16 1.561, H20 1.068
16 C -1.9788 -1.1336 0.6379  C14 1.521, C15 1.561, H21 1.055, H22 1.099
17 H 1.2141 -0.5803 1.6149  C13 1.009
18 H -0.0824 -0.1516 2.7575  C13 1.092
19 H 0.5809 -1.7258 2.6967  C13 1.061
20 H -0.3449 -1.9300 -1.1373  C15 1.068
21 H -2.4147 -0.1728 0.6508  C16 1.055
22 H -2.7577 -1.8864 0.8207  C16 1.099


Formula: C4H4N
Source: OMol25
Level of theory: the ωB97M-V functional and the def2-TZVPD basis

F_max: 0.17916 hartree/bohr
multiplicity: 1
LUMO level (alpha / beta): -5.7731 / -6.8474 eV
HOMO-LUMO gap (alpha / beta): 0.3250 / 0.2631 hartree
charge: +1
SMILES: C#[N+]C1=CC1
E_HOMO (alpha / beta): -14.6 / -14.0 eV

Each atom is followed by the atoms it is bonded to, with distances in Å.
Atoms and positions in Å:
1 C -2.6285 0.0001 -0.2735  N2 1.181, H6 1.129
2 N -1.4640 -0.0905 -0.1012  C1 1.181, C3 1.242
3 C -0.2663 0.0019 0.2127  N2 1.242, C4 1.723, C5 1.527
4 C 1.1949 -0.7422 -0.3167  C3 1.723, C5 1.441, H7 1.141
5 C 0.9985 0.6858 -0.3026  C3 1.527, C4 1.441, H8 1.161, H9 1.073
6 H -3.6747 0.4232 -0.2764  C1 1.129
7 H 1.9851 -1.5635 -0.2569  C4 1.141
8 H 1.5484 1.4481 0.3791  C5 1.161
9 H 1.0889 1.2401 -1.2169  C5 1.073


Formula: C23H34N2O4
Source: OMol25
Level of theory: the ωB97M-V functional and the def2-TZVPD basis

F_max: 0.01264 hartree/bohr
multiplicity: 1
LUMO level: 0.5090 eV
HOMO-LUMO gap: 0.3353 hartree
SMILES: COCCC(=O)N1CCC(Oc2ccc(C(=O)N3CCCCCCC3)cc2)CC1
E_HOMO: -8.6 eV

Each atom is followed by the atoms it is bonded to, with distances in Å.
Atoms and positions in Å:
1 C 9.3918 -3.0359 0.8694  O2 1.403, H30 1.097, H31 1.088, H32 1.097
2 O 8.0121 -2.7832 0.8807  C1 1.403, C3 1.411
3 C 7.5359 -2.2932 -0.3538  O2 1.411, C4 1.524, H33 1.100, H34 1.099
4 C 6.0380 -2.0440 -0.2263  C3 1.524, C5 1.518, H35 1.091, H36 1.092
5 C 5.4744 -1.4892 -1.5220  C4 1.518, O6 1.217, N7 1.355
6 O 6.1772 -1.2374 -2.4830  C5 1.217
7 N 4.1358 -1.2819 -1.5456  C5 1.355, C8 1.448, C29 1.453
8 C 3.2364 -1.6263 -0.4645  N7 1.448, C9 1.525, H37 1.093, H38 1.100
9 C 1.8832 -0.9494 -0.6550  C8 1.525, C10 1.539, H39 1.090, H40 1.092
10 C 1.1998 -1.3967 -1.9592  C9 1.539, O11 1.418, C28 1.536, H41 1.099
11 O 0.3572 -0.3721 -2.4609  C10 1.418, C12 1.360
12 C -0.8535 -0.1285 -1.8902  O11 1.360, C13 1.397, C27 1.390
13 C -1.5712 0.9307 -2.4509  C12 1.397, C14 1.378, H42 1.079
14 C -2.8117 1.2770 -1.9618  C13 1.378, C15 1.392, H43 1.081
15 C -3.3695 0.5769 -0.8961  C14 1.392, C16 1.499, C26 1.386
16 C -4.7511 0.8921 -0.4084  C15 1.499, O17 1.219, N18 1.355
17 O -5.6810 0.1446 -0.6602  C16 1.219
18 N -4.9000 2.0343 0.3043  C16 1.355, C19 1.447, C25 1.451
19 C -3.7926 2.8861 0.6820  N18 1.447, C20 1.535, H44 1.095, H45 1.091
20 C -2.9089 2.3098 1.7967  C19 1.535, C21 1.530, H46 1.093, H47 1.092
21 C -3.6021 2.0595 3.1375  C20 1.530, C22 1.536, H48 1.092, H49 1.091
22 C -4.7230 1.0116 3.0739  C21 1.536, C23 1.532, H50 1.089, H51 1.093
23 C -6.1389 1.5935 3.1256  C22 1.532, C24 1.527, H52 1.094, H53 1.092
24 C -6.4081 2.7594 2.1763  C23 1.527, C25 1.526, H54 1.093, H55 1.091
25 C -6.2407 2.4269 0.6965  N18 1.451, C24 1.526, H56 1.099, H57 1.093
26 C -2.6721 -0.4966 -0.3639  C15 1.386, C27 1.385, H58 1.080
27 C -1.4202 -0.8448 -0.8423  C12 1.390, C26 1.385, H59 1.079
28 C 2.2552 -1.6649 -3.0425  C10 1.536, C29 1.522, H60 1.090, H61 1.090
29 C 3.5148 -0.8499 -2.7860  N7 1.453, C28 1.522, H62 1.095, H63 1.092
30 H 9.9622 -2.1227 0.6579  C1 1.097
31 H 9.6502 -3.4048 1.8601  C1 1.088
32 H 9.6524 -3.7913 0.1174  C1 1.097
33 H 7.7285 -3.0195 -1.1569  C3 1.100
34 H 8.0476 -1.3577 -0.6216  C3 1.099
35 H 5.5393 -2.9795 0.0324  C4 1.091
36 H 5.8707 -1.3357 0.5878  C4 1.092
37 H 3.6627 -1.2993 0.4877  C8 1.093
38 H 3.0955 -2.7158 -0.4147  C8 1.100
39 H 1.2533 -1.1660 0.2083  C9 1.090
40 H 2.0226 0.1323 -0.6992  C9 1.092
41 H 0.6106 -2.3095 -1.7951  C10 1.099
42 H -1.1310 1.4629 -3.2794  C13 1.079
43 H -3.3609 2.0865 -2.4208  C14 1.081
44 H -3.1552 3.0669 -0.1894  C19 1.095
45 H -4.2046 3.8470 0.9949  C19 1.091
46 H -2.0878 3.0140 1.9538  C20 1.093
47 H -2.4742 1.3725 1.4445  C20 1.092
48 H -2.8325 1.7170 3.8331  C21 1.092
49 H -3.9900 2.9980 3.5367  C21 1.091
50 H -4.6084 0.4096 2.1737  C22 1.089
51 H -4.6261 0.3301 3.9225  C22 1.093
52 H -6.3377 1.9416 4.1431  C23 1.094
53 H -6.8457 0.7900 2.9081  C23 1.092
54 H -7.4430 3.0809 2.3158  C24 1.093
55 H -5.7754 3.6070 2.4434  C24 1.091
56 H -6.5366 3.3030 0.1030  C25 1.099
57 H -6.8915 1.5917 0.4266  C25 1.093
58 H -3.1109 -1.0720 0.4385  C26 1.080
59 H -0.9107 -1.6837 -0.3952  C27 1.079
60 H 2.5087 -2.7253 -3.0598  C28 1.090
61 H 1.8313 -1.3954 -4.0093  C28 1.090
62 H 3.2689 0.2161 -2.7390  C29 1.095
63 H 4.2506 -0.9971 -3.5793  C29 1.092